{"formula": "H53O27Y", "method": "ωB97M-V/def2-TZVPD", "species": ["Y", "O", "O", "O", "O", "O", "O", "O", "O", "O", "O", "O", "O", "O", "O", "O", "O", "O", "O", "O", "O", "O", "O", "O", "O", "O", "O", "O", "H", "H", "H", "H", "H", "H", "H", "H", "H", "H", "H", "H", "H", "H", "H", "H", "H", "H", "H", "H", "H", "H", "H", "H", "H", "H", "H", "H", "H", "H", "H", "H", "H", "H", "H", "H", "H", "H", "H", "H", "H", "H", "H", "H", "H", "H", "H", "H", "H", "H", "H", "H", "H"], "xyz": [[-2.2575, -0.3079, -0.5222], [0.4315, 2.8766, 1.6910], [-1.9840, 1.0134, -2.7116], [2.0672, 1.2256, -1.3856], [-4.3843, -1.6358, -0.8586], [1.0355, 1.4914, 3.9924], [-0.7844, -2.0522, 3.7458], [1.5274, 1.3289, -3.9543], [3.9244, -0.7067, -0.8786], [5.2163, 0.9654, 1.2688], [-3.0407, -4.0756, -3.0908], [-1.9709, -1.6688, -2.4783], [-0.1003, -0.5360, -0.6578], [-3.5115, -0.0593, 1.5436], [2.4525, -0.0909, 1.8565], [-2.0935, 2.1202, 3.2261], [-1.1709, 4.9681, 2.4064], [1.6653, -2.3210, -1.2421], [4.0913, -1.0222, 3.9700], [-0.1053, 3.6934, -2.7800], [2.8065, 3.0148, 0.3847], [-2.0022, -2.5957, 0.2196], [-1.4480, 1.9908, 0.0324], [0.1039, -1.5231, -4.5564], [-0.3197, -4.3274, -0.7209], [-0.8534, -0.2407, 1.8762], [3.3111, -3.9919, -2.6717], [-4.0524, 1.1478, -0.7763], [-2.5819, -4.1480, -2.2539], [2.4808, -3.5380, -2.5275], [0.2056, -5.0623, -1.0376], [4.0063, -1.9709, 4.0647], [2.4224, -1.7377, -1.2937], [0.2566, -0.0176, 0.0895], [3.3628, 2.9817, 1.1630], [-1.0983, -1.5845, -2.8626], [0.2072, -3.5531, -0.9184], [1.4216, 0.6378, -0.9933], [3.7483, -3.9687, -1.8205], [-3.0595, 0.2224, 2.3390], [0.3747, 1.3223, 4.6640], [1.8976, -0.2816, 1.1002], [2.1363, 1.9531, -0.7675], [-2.2694, -2.5371, -2.7490], [-2.1813, 0.8201, -3.6281], [-1.6035, 2.5893, 3.9014], [1.3153, 3.0978, 1.3973], [-4.5286, 1.4966, -1.5298], [3.4731, -0.7940, 3.2757], [-0.7868, 4.0751, -2.2267], [-0.4403, -1.0041, -5.1487], [3.0840, 3.8071, -0.0751], [-1.3902, 1.7634, -2.7470], [3.4639, 0.0126, -1.3109], [-4.4645, 1.5631, -0.0187], [1.8096, 1.7694, 4.4820], [-0.7322, 2.1991, 0.6328], [5.8315, 1.6824, 1.4226], [-2.4912, 2.8102, 2.6952], [-0.2521, 4.0807, -3.6430], [-0.5581, 4.3089, 2.0805], [-1.4437, -2.4236, 4.3320], [-1.8674, 2.8333, -0.1425], [4.4195, 1.2301, 1.7284], [-0.7007, 0.4426, 2.5289], [1.4086, 0.3846, -3.8525], [0.6967, -2.0036, -5.1343], [-5.2272, -1.2216, -1.0437], [-0.0078, -2.5946, 3.8837], [-1.4250, -3.3001, -0.0752], [-0.6606, -1.0583, 2.3351], [0.5639, 2.3858, 2.5021], [-4.1603, -0.6937, 1.8483], [0.9420, -1.7526, -0.9773], [-2.6835, -3.0394, 0.7249], [-1.2803, 4.7565, 3.3334], [4.3646, -0.2967, -0.1340], [1.9257, 0.4961, 2.3988], [-3.3912, -4.9522, -3.2490], [-4.6055, -2.5391, -0.6319], [1.5183, 1.6697, -3.0599]], "mulliken_charge": [0.91, -0.98, -0.40, -0.74, -0.34, -0.50, -0.50, -0.69, -0.64, -0.57, -0.67, -0.51, 1.17, -0.37, -0.24, -0.59, -0.64, -0.77, -0.62, -0.53, -0.54, -0.27, -0.02, -0.54, -0.74, -0.28, -0.61, -0.32, 0.29, 0.32, 0.38, 0.31, 0.43, -0.23, 0.22, 0.09, 0.30, 0.19, 0.30, 0.18, 0.24, 0.00, 0.40, 0.37, 0.23, 0.25, 0.39, 0.25, 0.30, 0.27, 0.26, 0.24, 0.21, 0.38, 0.22, 0.23, 0.18, 0.33, 0.29, 0.28, 0.47, 0.24, 0.21, 0.21, -0.05, 0.32, 0.25, 0.22, 0.26, 0.34, 0.29, 0.38, 0.25, -0.01, 0.20, 0.28, 0.29, 0.40, 0.32, 0.23, 0.37], "multiplicity": 1, "de_lowest_kj_mol": 0.0, "homo_energy_ev": -14.0, "lumo_ev": -5.745, "charge": 2, "total_energy_ev": -57180.531}

=====

{"formula": "C4H38N2O15", "method": "ωB97M-V/def2-TZVPD", "species": ["O", "O", "O", "O", "O", "O", "O", "O", "O", "O", "O", "O", "O", "O", "O", "N", "N", "C", "C", "C", "C", "H", "H", "H", "H", "H", "H", "H", "H", "H", "H", "H", "H", "H", "H", "H", "H", "H", "H", "H", "H", "H", "H", "H", "H", "H", "H", "H", "H", "H", "H", "H", "H", "H", "H", "H", "H", "H", "H"], "xyz": [[1.1075, 1.2658, 3.5600], [2.7857, -1.2181, 1.9836], [2.1136, 3.2193, -2.3902], [-3.3823, 1.8599, 1.8900], [1.5733, 4.3515, 0.2290], [-3.4433, 1.5240, -2.1047], [0.1015, -4.2549, -1.1552], [-1.6373, -2.0818, -3.3392], [1.3073, -0.1758, 0.0739], [-0.6872, 4.4609, 1.4758], [-1.0849, -3.2844, 1.9045], [1.4089, -3.2111, 1.0454], [0.7919, -1.2719, -4.3381], [4.2511, 2.3507, -1.0630], [3.4343, -0.1064, -1.9685], [-0.7857, 0.2887, 1.1517], [-2.9349, -2.3975, -0.3381], [-1.3213, -1.0165, 1.0275], [0.2897, 0.7829, 0.2661], [-1.2332, -1.9036, 2.2819], [-2.7599, -1.1669, 0.4335], [-0.0199, -4.2849, -2.1143], [3.2520, -1.5569, 2.7479], [0.6984, 1.6365, 0.7258], [-2.9259, 1.8533, -1.3661], [-1.7633, -3.5917, 1.2728], [1.0353, 3.8098, 0.8262], [-2.9057, 1.7544, -2.8648], [1.5972, -0.4581, 0.9960], [-0.2724, -1.6936, 2.8075], [3.0289, -0.2540, -1.0368], [-2.6912, -2.3081, -1.3001], [-0.7648, -1.7784, 0.4338], [1.5721, -1.8425, -4.2520], [-3.7868, -2.8980, -0.1869], [-0.1680, 0.7998, -0.7466], [-0.6706, -1.9414, -3.4754], [-1.9076, -1.7247, -4.1911], [1.7301, 0.5033, 3.4838], [-3.4852, -1.3269, 1.2659], [1.0735, 5.1954, 0.2871], [-0.4066, 0.4891, 2.0811], [-0.9456, 4.3447, 2.3938], [-2.6201, 1.5656, 1.3322], [2.3744, 4.1481, -2.2929], [-3.0552, -0.2640, -0.1857], [2.3636, -2.0159, 1.5377], [-1.2087, 5.1560, 1.0614], [1.6058, 2.0283, 3.9188], [4.0358, 1.4575, -1.3815], [-3.1203, 1.3031, 2.6313], [-2.0796, -1.9053, 2.9708], [0.0088, -3.3108, -0.9952], [1.3517, 3.2403, -1.7900], [0.9494, -0.6727, -3.5885], [3.4516, 2.8637, -0.9604], [2.8533, 0.6255, -2.2511], [0.5109, -3.3476, 1.4150], [1.4100, -3.6136, 0.1647]], "mulliken_charge": [-0.63, -0.71, -0.64, -0.70, -0.61, -0.61, -0.65, -0.60, -0.16, -0.59, -0.62, -0.72, -0.71, -0.69, -0.81, 0.12, -0.32, 1.34, -0.72, -0.98, -0.56, 0.29, 0.27, 0.17, 0.29, 0.41, 0.39, 0.31, 0.23, 0.34, 0.49, 0.08, -0.87, 0.34, 0.21, 0.43, 0.35, 0.27, 0.30, 0.40, 0.26, 0.37, 0.28, 0.33, 0.31, 0.02, 0.38, 0.27, 0.30, 0.41, 0.34, 0.39, 0.24, 0.33, 0.35, 0.34, 0.27, 0.37, 0.31], "multiplicity": 1, "de_lowest_kj_mol": 558.0, "homo_energy_ev": -9.2, "lumo_ev": -0.154, "charge": 0, "total_energy_ev": -38456.535}

=====

{"formula": "C27H34AuCl2N5O3", "method": "ωB97M-V/def2-TZVPD", "species": ["Au", "Cl", "Cl", "O", "O", "O", "N", "N", "N", "N", "N", "C", "C", "C", "C", "C", "C", "C", "C", "C", "C", "C", "C", "C", "C", "C", "C", "C", "C", "C", "C", "C", "C", "C", "C", "C", "C", "C", "H", "H", "H", "H", "H", "H", "H", "H", "H", "H", "H", "H", "H", "H", "H", "H", "H", "H", "H", "H", "H", "H", "H", "H", "H", "H", "H", "H", "H", "H", "H", "H", "H", "H"], "xyz": [[-1.3969, 0.9129, 0.5493], [-3.2583, 0.0278, 1.6218], [0.4758, 2.1842, 0.2115], [2.4805, -1.5312, -0.5394], [-0.6848, -2.5964, 0.3041], [0.7547, -0.5457, -3.6188], [0.0121, -4.4131, -0.9430], [-0.1336, 1.2411, 10.9564], [3.1267, 0.5287, -1.2670], [-0.4164, 0.0447, 2.1842], [0.0934, -0.1040, 4.2876], [-0.4393, 3.0184, -5.8641], [-0.3352, 1.5928, -3.8858], [-0.1000, 0.9470, 9.7864], [-0.0730, 0.6184, 8.3980], [0.7588, -0.6928, 2.2529], [1.0754, -0.8100, 3.5692], [-0.2844, 0.0817, -3.7473], [0.1337, 2.7039, -3.1296], [3.2315, 1.4688, -2.3654], [0.1279, 4.0824, -5.1348], [0.9334, -0.5248, 6.5138], [0.0186, 0.0959, 5.6645], [-0.7011, 1.8112, -5.2173], [0.8944, -0.2552, 7.8836], [0.9859, -4.9524, -1.8798], [-3.9521, 1.9012, -1.2314], [-2.0264, 0.3958, -1.2263], [-0.8773, -5.3555, -0.3018], [-0.8171, 0.3595, 3.4112], [3.6109, 0.9439, 0.0358], [0.3950, 3.9296, -3.7622], [-2.5906, -0.9107, -1.7043], [-2.4170, 1.6545, -1.3127], [0.0211, -3.1078, -0.5656], [-1.0155, 1.2055, 7.5339], [-0.9935, 0.9303, 6.1658], [2.7135, -0.7357, -1.4656], [2.5724, -1.0045, -2.5312], [4.2723, 1.5164, -2.7181], [0.7525, -2.5175, -1.1371], [-1.3875, -5.9528, -1.0687], [-1.4564, -0.2052, -3.6010], [1.6768, -1.2003, 6.1046], [-4.3103, 2.3204, -2.2024], [2.9950, 1.7766, 0.4029], [1.2515, -0.9713, 1.3369], [-3.0661, -1.3334, -0.7973], [-1.7614, 1.8964, 7.9333], [2.9473, 2.4789, -2.0391], [1.8412, -1.3347, 4.0769], [-0.7542, 3.1122, -6.9095], [-1.7397, 1.3757, 5.5071], [4.6434, 1.2994, -0.0563], [0.7612, 4.7740, -3.1608], [1.5736, -4.1224, -2.2843], [1.6285, -0.6767, 8.5667], [-1.7046, 0.9426, 3.6135], [3.5488, 0.1044, 0.7342], [1.6681, -5.6548, -1.3809], [-4.1294, 2.5544, -0.3626], [-0.3105, -6.0221, 0.3653], [0.2411, 5.0478, -5.6324], [-4.4340, 0.9305, -1.1127], [-3.3339, -0.8249, -2.5188], [-1.8015, 2.5205, -1.5354], [-1.1372, 0.9352, -5.7207], [0.2954, 2.5911, -2.0519], [-1.9030, -1.6970, -2.0380], [-1.5998, -4.7908, 0.2864], [2.5728, 1.1187, -3.1684], [0.4878, -5.4881, -2.6992]], "mulliken_spin": [0.49, 0.22, 0.17, 0.00, 0.00, 0.01, 0.00, 0.00, 0.00, 0.11, 0.00, 0.00, -0.02, 0.00, 0.00, 0.00, 0.00, 0.00, 0.03, 0.00, 0.00, 0.00, 0.00, 0.01, 0.00, 0.00, 0.10, 0.94, 0.00, -0.02, 0.00, 0.00, -0.03, -0.06, 0.00, 0.00, 0.00, 0.00, 0.00, 0.00, 0.01, 0.00, -0.02, 0.00, 0.00, 0.00, 0.01, 0.01, 0.00, 0.00, 0.00, 0.00, 0.00, 0.00, 0.00, 0.00, 0.00, 0.00, 0.00, 0.00, -0.01, 0.00, 0.00, 0.00, 0.03, 0.00, 0.00, 0.00, 0.01, 0.00, 0.00, 0.00], "s_squared": 2.0096, "multiplicity": 3, "de_lowest_kj_mol": 41.5, "homo_energy_ev": [-7.1, -9.0], "lumo_ev": [-0.276, -0.545], "charge": 0, "total_energy_ev": -70876.286}

=====

{"formula": "C23H19N3O2", "method": "ωB97M-V/def2-TZVPD", "species": ["O", "O", "N", "N", "N", "C", "C", "C", "C", "C", "C", "C", "C", "C", "C", "C", "C", "C", "C", "C", "C", "C", "C", "C", "C", "C", "C", "C", "H", "H", "H", "H", "H", "H", "H", "H", "H", "H", "H", "H", "H", "H", "H", "H", "H", "H", "H"], "xyz": [[3.1998, 4.5648, -0.1918], [4.1892, 3.3742, -1.8862], [1.9170, 2.3245, 0.7039], [-2.8195, -0.2206, 0.5691], [-2.3254, -0.9561, 1.6294], [1.2382, 1.3025, 1.2722], [0.0213, 1.6523, 2.2041], [-2.2496, -3.1266, 2.8142], [3.4669, 3.3887, -0.8893], [1.7554, -0.0207, 1.0063], [2.8007, 2.1943, -0.2863], [-1.6771, -5.5368, 3.4906], [-2.0278, 0.8351, 0.5889], [-1.2915, -0.4263, 2.3230], [-1.8688, 3.4582, -2.8559], [-2.7209, 2.2965, -2.9070], [-1.1163, 3.7191, -1.7329], [-2.7874, -2.3239, 1.8496], [-1.1238, 0.8242, 1.8092], [3.2658, 0.9050, -0.6321], [-3.4471, -5.3713, 1.8216], [2.7472, -0.1535, 0.0049], [-2.0385, 1.7716, -0.5474], [-1.2483, -2.4702, 3.6705], [-2.4876, -4.6181, 2.7373], [-1.1794, 2.9484, -0.6182], [-0.7111, -1.2422, 3.3907], [-2.7699, 1.4825, -1.7866], [0.4279, 1.4142, 3.2293], [3.1717, -1.1751, -0.2262], [-0.8468, -5.1935, 4.1099], [-0.7510, 3.4085, 0.3066], [0.0570, -0.7311, 4.0419], [-0.8816, -2.8534, 4.5946], [-4.0710, -4.7236, 1.1389], [4.0894, 0.7102, -1.3510], [-3.3653, 2.0500, -3.7580], [-3.9640, -6.0641, 2.4519], [-1.7890, -6.6743, 3.4730], [-0.5172, 4.5728, -1.6256], [-2.8459, -6.0354, 1.1388], [-0.3257, 2.7283, 2.1285], [-3.3775, 0.5404, -1.8083], [-3.5485, -2.6445, 1.2013], [3.4045, 5.2473, -0.9188], [-1.7588, 4.2117, -3.5248], [1.4346, -0.9466, 1.5788]], "mulliken_charge": [-0.44, -0.58, -0.27, -1.33, 0.77, 0.54, -0.91, 0.61, 0.22, -0.11, 0.25, -1.12, 0.37, 0.28, -0.44, -0.68, -0.93, -0.62, 0.17, -0.25, -1.37, -0.48, 0.54, -0.69, 0.86, 0.37, -0.70, -0.32, 0.47, 0.32, 0.26, -0.01, 0.32, 0.45, 0.31, 0.37, 0.35, 0.39, 0.26, 0.49, 0.31, 0.17, 0.32, 0.36, 0.37, 0.46, 0.26], "multiplicity": 1, "smiles": "C=C(C)c1ccc2c(Cc3cccc(C(=O)O)n3)c(-c3ccccc3)nn2c1", "de_lowest_kj_mol": 448.0, "homo_energy_ev": -7.7, "lumo_ev": -0.018, "charge": 0, "total_energy_ev": -32721.364}